ORCA calculation (ωB97M-V with the def2-TZVPD basis set) on a molecular structure, C75H64N4P4RhSSbSe2.

Structure (XYZ):
```
152
Properties=species:S:1:pos:R:3:forces:R:3:lowdin_charge:R:1
Rh -0.3477 -0.6271 -0.8546 0.0 0.9 0.2 0.2050
Se -0.8162 0.1002 6.2741 0.1 0.0 0.0 0.3534
P 0.6317 -0.8865 5.1416 -0.1 0.0 -0.1 0.5141
C 2.2961 -0.1910 5.3058 0.1 -0.1 0.0 -0.3449
C 3.4163 -0.9360 4.9447 -0.2 0.0 0.3 -0.0977
C 4.6857 -0.3979 5.0845 0.0 0.2 0.1 -0.0696
C 4.8404 0.8830 5.5982 0.0 -0.1 0.1 -0.0576
C 3.7276 1.6186 5.9808 -0.1 -0.1 0.1 -0.0722
C 2.4551 1.0852 5.8381 0.1 0.0 0.0 -0.1073
C 0.8214 -2.6595 5.4821 0.0 0.0 0.0 -0.3420
C 1.2563 -3.5593 4.5115 0.0 0.0 0.0 -0.1174
C 1.4380 -4.8984 4.8280 0.0 0.0 0.0 -0.0745
C 1.1853 -5.3432 6.1189 0.0 0.0 0.0 -0.0628
C 0.7558 -4.4486 7.0897 0.0 0.0 0.0 -0.0542
C 0.5739 -3.1098 6.7762 -0.1 0.0 0.0 -0.0812
C 0.1912 -0.8574 3.3469 -0.1 0.0 0.2 -0.3721
C 0.7830 -0.8110 2.0884 0.2 0.1 -0.2 -0.3913
N -0.2391 -0.7109 1.1924 -0.2 -0.2 0.2 -0.2117
N -1.3756 -0.7222 1.8662 -0.1 0.0 0.0 -0.0968
N -1.1418 -0.8091 3.1394 -0.2 0.0 0.0 0.0163
P 2.4235 -0.8491 1.3865 0.0 0.0 0.3 0.7630
Se 2.1645 -0.6549 -0.7743 -0.2 -0.2 -0.2 0.6335
C 3.4144 0.5064 1.9871 0.1 0.1 -0.1 -0.3733
C 4.7493 0.5849 1.5805 0.0 0.0 0.0 -0.1019
C 5.5040 1.6906 1.9311 0.0 0.0 0.0 -0.0595
C 4.9276 2.7176 2.6702 0.0 0.0 -0.1 -0.0522
C 3.5981 2.6448 3.0580 0.0 0.0 -0.2 -0.0650
C 2.8328 1.5407 2.7142 0.0 0.1 -0.2 -0.0850
C 3.2063 -2.4318 1.7286 0.1 0.0 -0.1 -0.3552
C 2.6687 -3.5549 1.0937 0.0 0.0 -0.1 -0.1221
C 3.2023 -4.8066 1.3406 0.0 0.0 0.0 -0.0580
C 4.2899 -4.9415 2.1981 0.0 0.0 0.0 -0.0506
C 4.8484 -3.8236 2.7976 0.0 0.0 0.0 -0.0375
C 4.3084 -2.5652 2.5658 0.1 0.0 -0.1 -0.0967
H 3.2982 -1.9529 4.5908 -0.1 0.1 0.2 0.0830
H 5.5586 -0.9825 4.8212 0.0 0.0 0.0 0.1133
H 5.8321 1.2984 5.7218 0.0 0.0 0.0 0.1175
H 3.8501 2.6066 6.4048 0.0 0.0 0.0 0.1183
H 1.5801 1.6429 6.1472 0.0 0.0 0.0 0.0674
H 1.4809 -3.2161 3.5082 0.0 0.0 0.0 0.0689
H 1.7843 -5.5898 4.0697 0.0 0.0 0.0 0.1015
H 1.3293 -6.3857 6.3706 0.0 0.0 0.0 0.1119
H 0.5591 -4.7945 8.0957 0.0 0.0 0.0 0.1147
H 0.2213 -2.4111 7.5250 0.0 0.0 0.0 0.0829
H 5.1926 -0.2045 0.9842 0.0 0.0 0.0 0.1175
H 6.5397 1.7554 1.6254 0.0 0.0 0.0 0.1163
H 5.5198 3.5822 2.9399 0.0 0.0 0.0 0.1186
H 3.1513 3.4473 3.6289 0.0 0.0 0.0 0.1224
H 1.7918 1.4935 3.0086 0.0 0.0 0.0 0.1106
H 1.8630 -3.4405 0.3750 0.0 0.0 0.0 0.0546
H 2.7883 -5.6763 0.8473 0.0 0.0 0.0 0.1164
H 4.7124 -5.9200 2.3846 0.0 0.0 0.0 0.1181
H 5.7068 -3.9275 3.4476 0.0 0.0 0.0 0.1202
H 4.7367 -1.6977 3.0497 0.0 -0.1 -0.3 0.0692
C -0.2000 2.1502 -1.2547 -0.1 -0.2 0.0 -0.4278
C -0.0696 1.8749 -2.7593 0.1 0.0 -0.1 -0.3380
P -0.0394 0.0841 -3.1296 0.4 -0.3 0.1 0.9701
C 1.6514 -0.3566 -3.6688 -0.1 0.1 -0.1 -0.4595
C 2.6321 0.5752 -3.9932 0.0 0.0 0.0 -0.0857
C 3.8724 0.1454 -4.4480 0.0 0.0 0.0 -0.0534
C 4.1348 -1.2072 -4.5944 0.0 0.0 0.0 -0.0537
C 3.1555 -2.1411 -4.2793 0.0 0.0 0.0 -0.0610
C 1.9236 -1.7179 -3.8139 0.0 0.0 0.0 -0.1588
C -0.8744 -0.1685 -4.7286 -0.1 0.3 0.1 -0.3494
C -1.2354 -1.4352 -5.1768 0.2 -0.1 -0.1 -0.1222
C -1.7263 -1.6073 -6.4624 0.0 0.0 0.1 -0.0592
C -1.8548 -0.5181 -7.3109 0.0 0.0 0.0 -0.0513
C -1.4654 0.7426 -6.8812 0.0 0.0 0.0 -0.0536
C -0.9693 0.9186 -5.5990 -0.1 -0.1 0.0 -0.0791
P 0.7691 3.5528 -0.4803 0.0 0.1 0.0 1.0935
C 2.2269 3.6023 -1.5870 0.1 0.0 0.0 -0.3875
C 2.2473 4.2506 -2.8236 0.0 0.1 0.0 -0.0988
C 3.3810 4.2079 -3.6223 0.0 0.0 0.0 -0.0703
C 4.5078 3.5149 -3.1958 0.0 0.0 0.0 -0.0863
C 4.5017 2.8759 -1.9646 0.0 0.0 0.0 -0.0733
C 3.3702 2.9273 -1.1627 0.0 0.0 0.0 -0.1125
C -0.1693 5.0093 -1.0548 0.0 0.0 0.0 -0.3923
C 0.2689 6.2342 -0.5464 0.0 0.0 0.0 -0.1043
C -0.3281 7.4202 -0.9397 0.0 0.0 0.0 -0.0655
C -1.3873 7.3989 -1.8379 0.0 0.0 0.0 -0.0619
C -1.8457 6.1875 -2.3318 0.1 0.1 0.0 -0.0767
C -1.2401 4.9994 -1.9438 0.2 0.0 0.0 -0.1025
H 0.1841 1.3122 -0.6281 0.1 -0.1 0.0 -0.0337
H -1.2400 2.3063 -0.9735 0.1 0.1 0.0 0.0255
H 0.8560 2.3110 -3.1327 -0.1 0.0 -0.1 0.0501
H -0.8869 2.3374 -3.3116 0.0 0.0 0.1 0.0645
H 2.4673 1.6400 -3.8847 0.0 0.0 0.0 0.0823
H 4.6319 0.8776 -4.6882 0.0 0.0 0.0 0.1079
H 5.1010 -1.5360 -4.9530 0.0 0.0 0.0 0.1140
H 3.3556 -3.1984 -4.3915 0.0 0.0 0.0 0.1145
H 1.1702 -2.4563 -3.5573 0.0 0.0 0.0 0.0863
H -1.0905 -2.3047 -4.5459 -0.1 0.0 0.0 0.1028
H -1.9975 -2.5969 -6.8063 0.0 0.0 0.0 0.1139
H -2.2407 -0.6529 -8.3123 0.0 0.0 0.0 0.1160
H -1.5371 1.5909 -7.5486 0.0 0.0 0.0 0.1151
H -0.6503 1.9066 -5.2936 0.0 0.0 0.0 0.1040
H 1.3790 4.8085 -3.1553 0.0 0.0 0.0 0.1105
H 3.3898 4.7242 -4.5735 0.0 0.0 0.0 0.1132
H 5.3949 3.4916 -3.8157 0.0 0.0 0.0 0.1118
H 5.3829 2.3491 -1.6204 0.0 0.0 0.0 0.1089
H 3.3758 2.4455 -0.1916 0.0 0.0 0.0 0.0689
H 1.0889 6.2580 0.1632 0.0 0.0 0.0 0.1042
H 0.0273 8.3609 -0.5408 0.0 0.0 0.0 0.1115
H -1.8575 8.3237 -2.1446 0.0 0.0 0.0 0.1115
H -2.6759 6.1648 -3.0266 0.1 0.0 0.0 0.0938
H -1.6290 4.0681 -2.3381 0.1 0.1 0.0 0.0723
S -0.6384 -2.8943 -1.0635 0.1 -0.1 -0.1 0.6423
C -1.5486 -3.4508 0.3452 0.0 0.1 -0.1 -0.6053
N -2.8703 -3.6730 0.1742 0.0 0.1 -0.1 0.0918
C -3.6899 -4.1209 1.1365 0.0 0.0 0.1 -0.0146
C -3.1881 -4.3918 2.3865 -0.1 0.0 0.0 0.0023
C -1.8293 -4.2027 2.6093 0.1 0.0 0.0 0.0159
C -1.0126 -3.7466 1.5855 0.0 0.0 0.1 -0.0589
H -3.2662 -3.4342 -0.7352 0.0 0.0 0.0 0.1181
H -4.7280 -4.2368 0.8611 0.0 0.0 0.0 0.1459
H -3.8487 -4.7404 3.1661 0.0 0.0 0.0 0.1295
H -1.3985 -4.4022 3.5831 0.0 0.0 0.0 0.1225
H 0.0437 -3.5972 1.7475 0.0 0.0 0.0 0.0830
C -4.2300 4.0602 -2.8843 -0.2 -0.1 0.0 -0.0871
C -4.0865 4.0347 -1.5033 -0.2 -0.1 0.0 -0.0800
C -3.7194 2.8582 -0.8664 -0.1 0.1 -0.1 -0.1387
C -3.5002 1.7019 -1.6138 -0.1 0.0 0.0 -0.4048
C -3.6251 1.7336 -2.9993 0.0 0.0 0.0 -0.1194
C -3.9905 2.9163 -3.6324 0.0 0.1 0.0 -0.0571
Sb -3.0395 -0.1082 -0.6097 0.0 -0.5 -0.5 1.5983
C -4.1301 -1.4953 -1.8271 0.0 0.0 0.1 -0.3793
C -5.3756 -2.0168 -1.4692 0.0 0.0 0.1 -0.1237
C -6.0076 -2.9469 -2.2854 0.0 0.0 0.0 -0.0642
C -5.4116 -3.3616 -3.4706 0.0 0.0 0.0 -0.0571
C -4.1782 -2.8433 -3.8367 0.0 0.0 0.0 -0.0550
C -3.5444 -1.9257 -3.0100 0.1 0.0 0.0 -0.1714
C -4.5413 0.0053 0.8952 0.1 0.2 0.1 -0.3604
C -4.4762 -0.5077 2.1852 -0.1 0.0 0.0 -0.1172
C -5.5916 -0.4316 3.0137 0.0 0.0 0.0 -0.0628
C -6.7641 0.1548 2.5670 0.0 0.0 0.0 -0.0600
C -6.8281 0.6751 1.2815 0.0 0.0 0.0 -0.0602
C -5.7221 0.6054 0.4489 0.0 0.0 0.0 -0.1530
H -4.5330 4.9741 -3.3786 0.0 0.0 0.0 0.1125
H -4.2616 4.9300 -0.9214 0.0 0.0 0.0 0.1239
H -3.6240 2.8471 0.2142 0.0 0.0 0.0 0.1165
H -3.4598 0.8417 -3.5950 0.0 0.0 0.0 0.0921
H -4.1043 2.9363 -4.7087 0.0 0.0 0.0 0.1142
H -5.8651 -1.7041 -0.5549 0.0 0.0 0.0 0.0924
H -6.9758 -3.3384 -2.0004 0.0 0.0 0.0 0.1138
H -5.9098 -4.0815 -4.1061 0.0 0.0 0.0 0.1147
H -3.7117 -3.1559 -4.7623 0.0 0.0 0.0 0.1030
H -2.5727 -1.5413 -3.2781 0.0 0.0 0.0 0.0286
H -3.5770 -0.9460 2.5765 0.2 -0.1 0.0 0.0568
H -5.5260 -0.8173 4.0230 0.0 0.0 0.0 0.1129
H -7.6248 0.2172 3.2196 0.0 0.0 0.0 0.1141
H -7.7367 1.1430 0.9260 0.0 0.0 0.0 0.1151
H -5.7900 1.0218 -0.5491 0.0 0.0 0.0 0.1024
```
Positions in Å, forces in eV/Å.

Summary:
molar mass = 1559.9 g/mol
DFT total energy = -272992.913 eV
net charge = +2
gap between HOMO and LUMO = 5.37 eV

ORCA calculation (ωB97M-V with the def2-TZVPD basis set) on 15 unconnected molecules or ions with the total composition C75H75N15.

Structure (XYZ):
```
165
Properties=species:S:1:pos:R:3:forces:R:3:lowdin_charge:R:1
N 1.5582 3.3625 -1.0783 -0.1 -0.5 0.0 0.0643
C 2.6708 4.0768 -1.0693 -0.1 1.6 1.0 -0.1406
C 2.6951 5.4880 -0.9143 -0.2 0.3 -0.9 -0.0419
C 1.4769 6.1509 -0.8356 -0.1 0.0 -0.7 -0.0684
C 0.3418 5.3657 -0.9702 -1.0 1.1 1.3 -0.1143
C 0.3889 4.0126 -1.0062 0.9 -0.6 -1.0 -0.1553
H 3.6166 3.5705 -1.0294 0.2 -0.4 -0.4 0.0908
H 3.6045 6.0924 -1.0566 -0.3 -0.7 0.5 0.1117
H 1.3302 7.2440 -0.8189 0.5 -0.7 0.2 0.1187
H -0.6498 5.7806 -0.8697 -0.1 0.4 -0.2 0.1012
H -0.5418 3.4762 -1.1400 0.1 -0.4 0.3 0.0981
N -4.4611 0.9462 -1.3809 0.0 0.4 -1.4 0.0714
C -4.5950 1.3864 -2.6546 -1.9 0.9 0.1 -0.1717
C -3.9803 0.8448 -3.7506 1.4 -0.7 0.7 -0.0758
C -3.0561 -0.2112 -3.5491 -0.5 0.8 -1.2 -0.0610
C -2.8540 -0.6514 -2.2715 0.3 -0.5 -0.6 -0.0683
C -3.6045 -0.0450 -1.2869 1.1 -1.1 3.4 -0.1845
H -5.3616 2.1869 -2.8754 1.0 -0.7 0.7 0.1181
H -4.1149 1.3492 -4.6776 -0.1 -0.1 -0.8 0.0889
H -2.5288 -0.6474 -4.3971 0.0 0.1 0.2 0.1061
H -2.1410 -1.4559 -2.0579 -0.4 0.4 0.1 0.1012
H -3.3767 -0.4280 -0.2383 -0.6 0.6 -1.2 0.0993
N 3.8368 0.7107 4.8600 -0.2 -0.7 0.3 0.0560
C 2.9995 -0.3298 4.9873 1.5 -0.4 -0.1 -0.1569
C 1.6868 -0.2599 4.6324 -0.5 1.3 -0.2 -0.0602
C 1.1738 0.9916 4.2558 -0.9 -0.9 -0.3 -0.0677
C 1.9917 2.0863 4.1861 0.2 -0.2 0.5 -0.0757
C 3.3089 1.8576 4.4746 2.3 0.8 0.2 -0.1839
H 3.4752 -1.2705 5.3071 -0.4 0.4 -0.1 0.1009
H 1.0726 -1.1213 4.6467 -0.6 -0.7 0.1 0.0799
H 0.1323 1.0608 3.9638 -0.1 0.1 0.1 0.0869
H 1.7026 3.0973 4.0240 -0.6 0.5 -0.5 0.0837
H 4.0818 2.6474 4.3964 -0.8 -0.2 0.0 0.1122
N 5.7657 -0.5972 -1.3119 0.0 0.8 -1.2 0.0767
C 5.8802 -0.7670 -0.0208 1.4 -0.7 0.7 -0.2023
C 4.9757 -0.3609 0.8928 -1.4 0.1 -0.1 -0.0637
C 3.8652 0.3133 0.4125 -0.2 0.4 2.7 -0.0688
C 3.8534 0.7811 -0.8472 -1.3 0.5 -1.6 -0.1023
C 4.7830 0.2258 -1.6790 0.6 -0.2 -2.0 -0.1579
H 6.7406 -1.2669 0.3881 0.5 -0.5 -0.4 0.1055
H 5.0990 -0.6706 1.8992 -0.1 0.0 0.9 0.0945
H 3.0778 0.5431 1.1009 -0.4 0.3 0.3 0.1001
H 3.0618 1.4376 -1.2708 0.6 -0.7 0.6 0.0802
H 4.6781 0.4335 -2.7535 0.4 -0.2 0.3 0.1054
N -4.6807 -1.1193 3.5178 -0.7 1.1 -0.2 0.0568
C -4.4330 -0.0628 2.7147 -2.7 0.6 1.0 -0.1201
C -5.4093 0.9645 2.5726 0.6 0.1 0.7 -0.0507
C -6.5459 1.0516 3.3858 1.0 -1.1 -0.2 -0.0597
C -6.7533 -0.0138 4.2542 1.5 -0.6 -1.4 -0.0650
C -5.8548 -1.0816 4.2130 1.1 0.3 -0.8 -0.1187
H -3.5244 0.0487 2.1557 0.5 -0.4 -0.1 0.0822
H -5.2065 1.7724 1.9053 0.2 0.3 -0.5 0.0712
H -7.2585 1.8568 3.3199 0.0 0.2 -0.1 0.1024
H -7.6227 -0.1264 4.8116 -1.4 0.0 1.1 0.0795
H -6.0590 -1.9957 4.7304 -0.1 -0.3 0.5 0.0983
N -3.3084 -3.9222 -0.0493 -1.1 1.8 1.2 0.0556
C -2.7281 -5.0898 0.0776 -0.1 -1.2 -1.8 -0.2167
C -2.2520 -5.5612 1.2735 0.3 -0.8 -0.1 -0.0903
C -2.3504 -4.7578 2.4025 0.7 -1.5 0.7 -0.1048
C -2.9667 -3.5348 2.3560 -0.8 0.1 -1.6 -0.0634
C -3.4917 -3.1873 1.0935 0.9 -0.3 -0.5 -0.1170
H -2.6850 -5.7361 -0.8746 0.1 1.0 1.5 0.1295
H -1.8584 -6.5871 1.2382 0.0 0.6 0.6 0.1100
H -1.9552 -5.1770 3.3274 0.0 0.3 -0.1 0.0907
H -3.1530 -2.8998 3.2070 0.1 0.0 0.1 0.0598
H -4.0135 -2.2368 0.9870 0.0 -0.3 -0.1 0.0746
N 0.4854 -4.1111 4.0561 0.3 -0.1 1.1 0.0750
C 1.4107 -4.1506 5.0221 1.0 0.7 -1.0 -0.1351
C 2.7978 -4.0570 4.7563 -1.0 -0.9 0.9 -0.0977
C 3.2613 -3.9117 3.4866 0.1 0.7 -1.5 -0.0635
C 2.2732 -3.8145 2.5006 1.4 0.2 -0.2 -0.0610
C 0.9644 -3.9754 2.8185 -0.4 0.1 0.4 -0.1653
H 1.1655 -4.1151 6.0720 -0.7 -0.4 0.1 0.1006
H 3.4323 -4.2440 5.5923 0.6 0.3 0.5 0.0938
H 4.3206 -3.7682 3.1917 -0.7 -0.3 0.5 0.1238
H 2.5078 -3.5949 1.4734 0.3 -0.2 -0.2 0.0736
H 0.2727 -3.9251 2.0138 -0.8 -0.1 -0.3 0.0621
N 2.9080 -4.4498 -0.7218 0.2 0.6 0.2 0.0622
C 3.4916 -3.5613 -1.5393 0.3 0.3 0.6 -0.1469
C 3.2935 -3.4773 -2.9042 0.3 -0.5 -0.6 -0.0519
C 2.4776 -4.4732 -3.4893 0.3 1.7 0.6 -0.0612
C 1.8129 -5.3057 -2.6282 0.0 -0.9 0.1 -0.0937
C 2.0454 -5.2816 -1.2640 0.6 0.9 -0.9 -0.1657
H 4.1469 -2.8479 -1.0347 -0.1 -0.1 -0.2 0.0939
H 3.8458 -2.7023 -3.4702 -0.6 -0.6 0.2 0.1060
H 2.2600 -4.4638 -4.5398 0.1 -0.2 -0.4 0.0950
H 1.1678 -6.0824 -2.9635 -0.6 -0.3 -0.6 0.0939
H 1.5036 -5.9131 -0.6198 -0.5 -0.9 0.8 0.0927
N 0.8112 -0.8642 -1.6431 0.1 -1.3 -1.1 0.0987
C 0.6133 0.1105 -0.7819 -0.2 -0.1 0.2 -0.1842
C 0.1082 -0.0724 0.4758 0.3 0.0 -0.2 -0.0637
C -0.2620 -1.3596 0.8113 -1.4 1.1 3.3 -0.0814
C -0.1619 -2.3706 -0.0695 0.5 -1.0 -2.0 -0.0922
C 0.4396 -2.1078 -1.2986 -0.2 0.9 0.4 -0.1218
H 0.8321 1.1163 -1.0490 0.5 0.6 -0.7 0.0611
H 0.0606 0.8270 1.0685 -0.3 -0.2 0.7 0.0822
H -0.7193 -1.5233 1.8216 0.4 0.0 -1.0 0.1210
H -0.5617 -3.3616 0.0350 -0.1 -0.3 0.6 0.0843
H 0.5465 -2.9354 -1.9925 0.3 0.3 -0.3 0.0964
N 1.8086 -6.0991 -9.7373 0.9 -0.1 -0.8 0.0440
C 2.6444 -5.1145 -9.4178 0.0 -0.2 0.7 -0.1359
C 2.3048 -4.1390 -8.4585 -0.1 -1.8 -1.0 -0.0689
C 1.0306 -4.1991 -7.9277 -0.5 1.4 -0.4 -0.0824
C 0.0983 -5.0970 -8.4535 0.7 0.1 1.0 -0.0678
C 0.5751 -6.0902 -9.2781 -0.2 0.5 0.1 -0.1696
H 3.6482 -5.2143 -9.8604 -0.5 0.4 0.3 0.1096
H 3.0511 -3.4744 -8.1200 0.5 0.8 0.3 0.0708
H 0.7494 -3.3897 -7.2406 -0.1 -0.6 -0.1 0.1013
H -0.9148 -5.1089 -8.1111 -0.4 0.0 0.1 0.0944
H -0.0540 -6.9069 -9.5624 -0.3 -0.4 -0.3 0.0983
N 0.7739 6.1715 3.2884 -0.4 -0.2 -1.6 0.0653
C 1.3205 6.3993 4.4534 0.6 -0.9 0.0 -0.1868
C 0.6871 7.1311 5.3985 0.1 1.7 1.7 -0.1078
C -0.5129 7.7397 5.1640 -2.3 -0.8 -1.0 -0.0597
C -1.1674 7.4398 3.9270 0.5 1.0 1.0 -0.0696
C -0.4386 6.7039 3.0147 0.4 -0.1 -0.7 -0.1679
H 2.2984 5.9798 4.7554 -0.5 0.0 -0.8 0.1185
H 1.2305 7.3461 6.2973 0.0 0.0 0.5 0.1008
H -1.0839 8.2794 5.9290 0.6 0.0 -0.3 0.1102
H -2.1542 7.8741 3.6747 0.8 -0.4 0.2 0.1101
H -0.8037 6.5970 1.9678 0.3 -0.3 0.9 0.1076
N -1.4516 2.6212 2.2525 -0.5 1.5 0.6 0.0851
C -2.1732 2.7265 1.1291 1.7 -1.6 -0.4 -0.1946
C -3.2193 3.5722 0.9264 -1.4 0.3 -1.4 -0.1006
C -3.6463 4.3635 1.9712 -0.4 -0.2 -0.6 -0.0783
C -2.9406 4.2885 3.1473 0.7 -0.2 -0.6 -0.0831
C -1.8143 3.4914 3.2317 0.3 -1.5 -0.4 -0.1271
H -1.8147 2.0486 0.3349 -0.5 0.3 0.2 0.0898
H -3.7728 3.5555 -0.0445 0.6 0.0 0.9 0.1170
H -4.5397 4.9558 1.7993 0.2 0.2 0.5 0.1129
H -3.1917 4.8591 3.9766 -0.5 1.0 1.4 0.0824
H -1.2149 3.4581 4.1478 -0.2 0.1 -0.3 0.1099
N -2.9704 -1.4539 7.1064 0.3 -0.4 -0.6 0.0634
C -2.5866 -2.1963 6.0415 0.2 0.3 1.7 -0.1593
C -2.2922 -3.5337 6.0568 0.5 -0.7 -0.2 -0.0897
C -2.4582 -4.2306 7.2342 -0.8 -0.2 2.0 -0.0750
C -2.8927 -3.5036 8.3573 0.3 0.9 0.4 -0.0717
C -3.0694 -2.0973 8.2673 -0.7 -1.8 -1.3 -0.1571
H -2.4043 -1.7337 5.1230 -0.1 1.3 -1.2 0.0675
H -1.8317 -3.9489 5.1591 -0.3 -0.2 0.3 0.0658
H -2.3613 -5.3132 7.4081 0.3 0.5 -0.7 0.1098
H -3.0672 -3.9336 9.3602 0.2 -0.1 -0.8 0.1013
H -3.5374 -1.5683 9.0750 0.3 0.4 0.5 0.0910
N 2.8459 -0.6107 -5.2309 1.1 -0.7 -0.9 0.0587
C 2.1363 0.0368 -4.3427 -1.2 1.1 0.2 -0.1657
C 0.9103 0.6876 -4.6396 0.3 -1.7 -2.0 -0.0443
C 0.4286 0.5139 -5.9502 1.7 0.0 1.3 -0.0707
C 1.2295 -0.1733 -6.8627 -1.4 0.5 -2.3 -0.1072
C 2.4370 -0.6998 -6.5218 -0.1 -0.4 1.6 -0.1494
H 2.4894 0.0797 -3.3169 0.1 -0.2 -0.2 0.0627
H 0.2753 1.0986 -3.9039 -0.3 0.6 0.9 0.0776
H -0.4885 0.9268 -6.2826 -0.8 0.3 -0.1 0.0885
H 0.8471 -0.2370 -7.9191 0.5 -0.1 1.1 0.1195
H 3.0160 -1.3176 -7.2159 0.0 0.5 0.3 0.0939
N 2.1892 4.9991 -7.1778 -1.0 0.6 -0.4 0.0611
C 2.5701 4.2662 -6.1394 -1.6 0.7 -0.8 -0.1530
C 1.8807 4.2466 -4.9455 0.7 0.2 1.0 -0.0645
C 0.8035 5.1131 -4.7542 0.8 -0.9 -0.5 -0.0630
C 0.3485 5.7855 -5.8642 -0.1 0.0 0.5 -0.0860
C 1.0574 5.7011 -7.0356 0.5 -0.1 -0.4 -0.1548
H 3.3390 3.6270 -6.4331 1.5 -1.1 0.5 0.0886
H 2.3078 3.6269 -4.1606 -0.4 0.1 0.1 0.0919
H 0.3166 5.2282 -3.8128 -0.2 -0.2 0.5 0.0820
H -0.5566 6.3469 -5.7812 -0.3 0.5 -0.2 0.0959
H 0.6749 6.2243 -7.8955 0.2 0.1 -0.4 0.0987
```
Positions in Å, forces in eV/Å.

Summary:
molar mass = 1186.5 g/mol
DFT total energy = -101337.899 eV
net charge = 0
gap between HOMO and LUMO = 9.49 eV
energy above the lowest of the compared OMol25 structures with the same formula, charge and spin = 223.9 kJ/mol

Among the records above, which one has the lowest net charge?
C75H75N15

Which value of molar mass does entry 2 give?
1186.5 g/mol

Among the records above, which one has the lowest DFT total energy?
C75H64N4P4RhSSbSe2

Look up the molar mass of the first one.
1559.9 g/mol